Model 1:
Molecular formula: C26H44CrF6GeN3O2PS2SbSi3
Method: DFT, ωB97M-V/def2-TZVPD

Last column: Löwdin charge in e.
Element x y z (Å)
Sb1 0.9200 -1.2645 5.0593  1.373
Ge1 -0.3756 -1.4286 -1.4992  0.592
Cr1 -0.2847 -1.7786 1.0517  0.244
S1 -1.4793 0.2526 0.8829  0.244
S2 -2.6376 1.2549 3.4848  0.287
P1 -2.0738 2.3443 1.9344  0.321
Si1 -1.0522 -3.6269 -2.0993  0.307
Si2 -1.8866 0.1576 -2.4966  0.283
Si3 1.7218 -0.9517 -2.5415  0.319
F1 2.3542 -0.1432 4.4990  -0.359
F2 0.1786 -1.1113 3.2863  -0.387
F3 -0.5056 -2.3660 5.5778  -0.347
F4 1.6963 -1.3909 6.7782  -0.373
F5 1.9348 -2.7408 4.4534  -0.351
F6 -0.0218 0.2924 5.5749  -0.373
O1 1.9675 -3.6210 1.0742  0.064
O2 -1.0581 -3.0975 1.4267  -0.425
N1 1.8481 -1.3709 1.2944  0.085
N2 1.7695 0.9080 1.4974  0.208
N3 3.8660 -2.5476 1.6855  -0.039
C1 -4.0200 3.3544 0.2321  -0.087
C2 0.0095 4.0254 1.2043  -0.093
C3 -1.2241 -3.8320 -3.9680  -0.218
C4 0.2434 2.9545 3.3589  -0.105
C5 -0.5046 3.2045 2.2125  -0.409
C6 -3.6783 -0.1794 -2.0301  -0.231
C7 -1.4856 1.9740 -2.1868  -0.229
C8 2.4665 -0.2224 1.5388  -0.387
C9 0.2466 -4.8371 -1.5055  -0.213
C10 1.4981 3.5330 3.5007  -0.090
C11 -3.2535 3.5984 1.3665  -0.385
C12 -1.8547 0.0347 -4.3829  -0.222
C13 2.5138 -2.5692 1.3488  -0.537
C14 4.5079 -1.3717 1.9026  -0.042
C15 1.2644 4.5933 1.3485  -0.091
C16 3.1397 -2.0635 -2.0023  -0.202
C17 4.5432 -3.8313 1.7569  -0.006
C18 2.0088 4.3483 2.5001  -0.105
C19 3.8723 -0.1906 1.8136  0.000
C20 -2.7135 -4.0461 -1.3453  -0.212
C21 -3.4293 4.7855 2.0802  -0.088
C22 -4.3532 5.7220 1.6496  -0.087
C23 1.6380 -1.1421 -4.4161  -0.213
C24 -5.1110 5.4766 0.5095  -0.094
C25 -4.9486 4.2952 -0.1948  -0.082
C26 2.2821 0.8073 -2.1794  -0.211
H1 -4.4898 6.6417 2.2041  0.100
H2 -1.5017 -4.8628 -4.2098  0.027
H3 -0.5191 2.2478 -2.6131  0.010
H4 -3.8260 -0.1402 -0.9524  0.001
H5 -2.0983 -0.9641 -4.7463  0.009
H6 5.5826 -3.6609 2.0279  0.086
H7 4.4863 -4.3362 0.7937  0.095
H8 3.3014 -1.8978 -0.9382  0.001
H9 0.8965 -0.4927 -4.8803  -0.003
H10 2.0778 3.3271 4.3910  0.111
H11 -0.0600 -5.8636 -1.7284  0.030
H12 -0.8823 0.3041 -4.7970  -0.002
H13 -3.8960 2.4213 -0.3017  0.088
H14 2.1907 1.7621 1.8241  0.092
H15 1.3860 -2.1674 -4.6940  0.011
H16 -5.5463 4.0999 -1.0763  0.102
H17 4.0621 -4.4592 2.5044  0.102
H18 -3.5070 -3.3954 -1.7184  0.013
H19 -1.9973 -3.1799 -4.3767  0.008
H20 2.9379 -3.1249 -2.1477  0.020
H21 2.6114 -0.9090 -4.8586  0.029
H22 -2.5891 0.7296 -4.8039  0.028
H23 0.7561 0.8739 1.4022  0.007
H24 1.5958 1.5505 -2.5875  0.007
H25 5.5557 -1.4515 2.1573  0.130
H26 -1.4634 2.2178 -1.1234  -0.033
H27 -4.3435 0.5515 -2.5032  0.027
H28 -5.8359 6.2089 0.1763  0.098
H29 -2.8413 4.9610 2.9729  0.111
H30 -3.9867 -1.1706 -2.3708  0.013
H31 4.0555 -1.7980 -2.5376  0.032
H32 2.9888 4.7959 2.6144  0.098
H33 -2.6720 -3.9451 -0.2597  0.014
H34 -0.5694 4.2036 0.3049  0.104
H35 -0.2948 -3.6080 -4.4947  0.005
H36 -2.2422 2.5999 -2.6698  0.031
H37 1.2117 -4.6601 -1.9865  0.014
H38 -0.1500 2.2846 4.1112  0.062
H39 3.2705 0.9880 -2.6136  0.029
H40 -2.9822 -5.0790 -1.5873  0.030
H41 4.3796 0.7369 2.0256  0.113
H42 1.6655 5.2227 0.5638  0.100
H43 0.3984 -4.7417 -0.4290  0.010
H44 2.3450 0.9872 -1.1045  0.005

Properties
LUMO energy (alpha / beta) in Eh: 0.08333 / 0.02549
Multiplicity: 5
HOMO (alpha / beta) in eV: -4.03 / -5.17
Kohn-Sham gap (alpha / beta) in eV: 6.302 / 5.862
Total charge: -1

=====

Model 2:
Molecular formula: C26H44CrF6GeN3O2PS2SbSi3
Method: DFT, ωB97M-V/def2-TZVPD

Last column: Löwdin charge in e.
Element x y z (Å)
Sb1 2.3680 4.7304 0.6982  1.388
Ge1 1.2927 -1.9832 -0.2123  0.653
Cr1 1.3867 0.6861 -0.0280  0.309
S1 -3.3990 0.9046 0.7491  0.218
S2 -0.9628 1.2882 -0.3933  0.187
P1 -3.2026 1.7254 -1.0904  0.364
Si1 2.1855 -2.3268 -2.3862  0.298
Si2 2.7042 -2.9996 1.4086  0.316
Si3 -0.9318 -2.8368 -0.0500  0.297
F1 2.8028 4.1591 2.4685  -0.354
F2 4.0731 4.1079 0.1419  -0.359
F3 3.1221 6.4245 1.0745  -0.373
F4 1.9629 5.2272 -1.0688  -0.351
F5 1.6029 2.9844 0.3964  -0.395
F6 0.6860 5.3182 1.3161  -0.360
O1 2.5314 0.8184 -1.1355  -0.467
O2 0.0988 -0.0568 2.6555  0.039
N1 1.5987 0.5735 4.2610  -0.047
N2 4.1142 1.5663 1.2361  0.188
N3 2.0468 0.8098 1.9384  0.078
C1 -3.7879 4.2177 -2.1792  -0.099
C2 0.7029 0.1039 5.3054  -0.005
C3 3.6270 1.5643 3.5762  -0.005
C4 -6.8289 0.3553 -3.6077  -0.099
C5 -7.0245 1.2090 -2.5271  -0.089
C6 2.0694 -4.1316 -2.9380  -0.225
C7 2.0662 -2.7511 3.1725  -0.203
C8 -3.8652 5.6017 -2.1603  -0.094
C9 1.2050 -1.2975 -3.6138  -0.215
C10 -3.5579 6.2983 -0.9983  -0.095
C11 2.7943 1.1673 4.5472  -0.032
C12 2.8784 -4.8554 1.1086  -0.222
C13 -5.5502 -0.0669 -3.9344  -0.091
C14 -3.4142 3.5231 -1.0283  -0.412
C15 -4.4627 0.3618 -3.1819  -0.098
C16 -4.6525 1.2105 -2.0968  -0.404
C17 1.1713 0.4410 2.9399  -0.520
C18 -3.0957 4.2257 0.1308  -0.105
C19 3.2468 1.3243 2.2235  -0.381
C20 4.4269 -2.2431 1.3531  -0.210
C21 3.9920 -1.8335 -2.5283  -0.219
C22 -5.9421 1.6344 -1.7752  -0.099
C23 -1.6901 -2.4627 1.6130  -0.224
C24 -2.0436 -2.2028 -1.4196  -0.229
C25 -0.8693 -4.7173 -0.2560  -0.222
C26 -3.1699 5.6104 0.1434  -0.077
H1 -0.2764 0.5634 5.1798  0.101
H2 3.0191 1.2793 5.5986  0.130
H3 -3.6086 7.3800 -0.9869  0.096
H4 1.1304 0.3730 6.2671  0.087
H5 -4.0238 3.6748 -3.0868  0.103
H6 1.6238 -1.3955 -4.6201  0.028
H7 -2.7803 3.6759 1.0088  0.076
H8 -2.9067 6.1527 1.0424  0.103
H9 1.0402 -4.4973 -2.9369  0.008
H10 1.9129 -5.3582 1.1829  0.006
H11 -3.0501 -2.6077 -1.2735  0.036
H12 -1.0966 -2.8815 2.4282  0.013
H13 -8.0235 1.5404 -2.2726  0.098
H14 -1.8806 -5.1316 -0.1812  0.026
H15 -2.0927 -1.1118 -1.3903  -0.041
H16 -1.7573 -1.3846 1.7634  -0.022
H17 4.9116 -2.4321 0.3931  0.012
H18 1.9609 -1.6713 3.2629  -0.012
H19 2.6550 -4.7909 -2.2915  0.011
H20 -0.4598 -5.0061 -1.2264  0.007
H21 -2.6995 -2.8836 1.6621  0.033
H22 4.8470 2.2378 1.4008  0.114
H23 4.6426 -2.4662 -1.9198  0.011
H24 -1.6912 -2.5093 -2.4071  0.017
H25 3.7775 1.5190 0.2723  0.065
H26 -5.3946 -0.7297 -4.7764  0.099
H27 -0.2616 -5.1926 0.5162  0.004
H28 2.4599 -4.2330 -3.9558  0.024
H29 1.2383 -0.2428 -3.3328  0.019
H30 -7.6762 0.0220 -4.1941  0.096
H31 0.5870 -0.9776 5.2330  0.091
H32 4.3849 -1.1596 1.4824  0.004
H33 4.5620 2.0530 3.7988  0.119
H34 5.0618 -2.6559 2.1431  0.028
H35 -3.4631 0.0350 -3.4340  0.099
H36 -6.0907 2.2983 -0.9318  0.110
H37 3.2891 -5.0743 0.1199  0.014
H38 2.7583 -3.1293 3.9286  0.033
H39 0.1566 -1.6016 -3.6495  0.012
H40 4.1292 -0.7955 -2.2231  0.013
H41 -4.1587 6.1377 -3.0543  0.097
H42 4.3099 -1.9359 -3.5708  0.028
H43 1.0826 -3.1965 3.3274  0.023
H44 3.5449 -5.2981 1.8559  0.025

Properties
LUMO energy (alpha / beta) in Eh: 0.06731 / 0.04684
Multiplicity: 5
HOMO (alpha / beta) in eV: -4.33 / -5.04
Kohn-Sham gap (alpha / beta) in eV: 6.164 / 6.318
Total charge: -1

=====

Among the structures above, stability is greatest for model 1.